{
  "formula": "C20H25N7O4S",
  "method": "ωB97M-V with the def2-TZVPD basis set",
  "multiplicity": 1,
  "smiles": "CCNC(=S)NNC(=O)Cn1c(=O)c2c(ncn2CCOC)n(Cc2ccccc2)c1=O",
  "max_force_ev_per_a": 1.5,
  "homo_ev": -8.327,
  "gap_ev": 8.64,
  "symbols": ["C", "C", "N", "C", "S", "N", "N", "C", "O", "C", "N", "C", "O", "C", "C", "N", "C", "N", "C", "C", "O", "C", "N", "C", "C", "C", "C", "C", "C", "C", "C", "O", "H", "H", "H", "H", "H", "H", "H", "H", "H", "H", "H", "H", "H", "H", "H", "H", "H", "H", "H", "H", "H", "H", "H", "H", "H"],
  "xyz": [[-1.471, -0.117, -2.845], [-2.864, 0.371, -2.474], [-2.798, 1.159, -1.267], [-3.796, 1.221, -0.373], [-5.217, 0.391, -0.487], [-3.598, 2.046, 0.714], [-2.353, 2.181, 1.337], [-1.295, 2.781, 0.747], [-1.342, 3.389, -0.303], [0.019, 2.512, 1.489], [0.573, 1.289, 0.913], [-0.054, 0.094, 1.265], [-0.921, 0.059, 2.128], [0.429, -1.002, 0.496], [1.464, -0.863, -0.421], [1.720, -2.045, -1.023], [0.859, -2.885, -0.491], [0.060, -2.327, 0.435], [-1.051, -2.925, 1.122], [-2.369, -2.664, 0.381], [-3.361, -3.434, 1.001], [-4.639, -3.243, 0.434], [2.072, 0.330, -0.640], [3.234, 0.412, -1.520], [4.486, 0.076, -0.751], [5.195, 1.076, -0.098], [6.320, 0.759, 0.642], [6.741, -0.557, 0.739], [6.031, -1.557, 0.096], [4.905, -1.243, -0.646], [1.654, 1.452, 0.036], [2.183, 2.527, -0.118], [-0.804, 0.727, -3.004], [-1.058, -0.739, -2.053], [-1.512, -0.703, -3.759], [-3.284, 0.965, -3.295], [-3.538, -0.469, -2.285], [-2.150, 1.942, -1.282], [-4.372, 2.048, 1.368], [-2.134, 1.482, 2.053], [-0.135, 2.375, 2.560], [0.725, 3.319, 1.289], [0.804, -3.921, -0.761], [-0.895, -4.004, 1.191], [-1.121, -2.504, 2.127], [-2.622, -1.593, 0.425], [-2.264, -2.948, -0.681], [-5.327, -3.848, 1.019], [-4.943, -2.192, 0.479], [-4.658, -3.570, -0.612], [3.071, -0.303, -2.327], [3.276, 1.432, -1.905], [4.857, 2.099, -0.169], [6.870, 1.541, 1.145], [7.620, -0.803, 1.316], [6.355, -2.585, 0.172], [4.342, -2.020, -1.142]],
  "atomic_forces_ev_per_a": [[-0.23, 0.09, 0.04], [0.07, -0.36, -0.20], [0.04, 0.27, 0.28], [0.25, -0.14, -0.07], [-0.64, -0.16, -0.04], [0.25, 0.44, 0.24], [-0.36, -0.28, 0.26], [0.00, 0.11, 0.29], [0.10, 0.21, -0.27], [-0.10, 0.21, -0.01], [-0.05, 0.10, 0.18], [0.09, -0.30, -0.08], [0.03, -0.23, 0.18], [0.67, 0.28, -0.49], [-1.16, -0.62, 0.80], [0.48, 0.33, -0.36], [-0.17, 0.08, 0.20], [0.35, 0.13, -0.18], [-0.93, -0.29, 0.21], [0.10, 0.06, -0.05], [0.34, -0.06, 0.19], [-0.15, 0.07, -0.01], [-0.04, 0.19, -0.17], [0.25, 0.09, -0.06], [0.01, 0.01, -0.09], [0.00, 0.01, -0.03], [0.04, 0.04, 0.05], [0.05, -0.02, 0.05], [0.04, -0.07, 0.03], [0.03, 0.01, -0.05], [0.07, -0.12, -0.16], [0.20, 0.31, -0.05], [0.16, 0.06, -0.05], [0.07, -0.08, 0.10], [0.05, -0.05, -0.12], [-0.07, -0.09, 0.11], [0.07, 0.16, -0.10], [-0.02, 0.03, 0.19], [0.22, -0.01, -0.21], [-0.07, 0.19, -0.42], [0.05, 0.01, -0.10], [-0.22, -0.14, 0.06], [-0.13, -0.27, 0.03], [0.06, 0.09, 0.00], [0.09, -0.12, -0.10], [0.05, -0.05, -0.05], [0.04, 0.05, 0.09], [-0.06, -0.01, -0.06], [0.04, -0.07, 0.00], [-0.01, -0.01, 0.00], [0.02, 0.13, 0.02], [-0.05, -0.20, -0.03], [-0.04, 0.11, -0.02], [0.05, 0.07, 0.04], [0.07, -0.02, 0.04], [0.03, -0.08, 0.00], [-0.03, -0.07, -0.06]],
  "mulliken_charge": [-0.876, -0.696, 0.137, 0.254, -0.390, -0.453, 0.029, 0.433, -0.699, -1.181, 0.054, 0.219, -0.819, -0.125, 1.467, -0.576, -0.470, 0.129, -1.138, 0.455, -0.436, -0.525, 0.194, -1.831, 0.700, -0.293, -0.705, -0.365, -0.741, -0.196, 0.586, -0.636, 0.340, -0.003, 0.465, 0.332, 0.409, 0.206, 0.280, 0.313, 0.440, 0.535, 0.443, 0.422, 0.249, -0.176, 0.317, 0.291, 0.121, 0.278, 0.577, 0.648, 0.437, 0.382, 0.381, 0.378, 0.430]
}